(1)
27
Properties=species:S:1:pos:R:3:nbo_charge:R:1 method="wB97M-V/def2-TZVPD" homo_lumo_gap_ev=7.232 e_homo_ev=-4.186 total_charge=-1
Si -1.66710 -1.23118 0.29988 0.91
Al -2.00906 0.49095 -1.44454 1.05
F -0.47024 0.62943 -2.22512 -0.79
O 3.42012 1.98826 2.22260 -0.60
O 2.93485 3.14644 0.35360 -0.50
O 2.90608 0.92700 0.30310 -0.49
C 3.10330 2.01023 1.07420 0.97
C -2.24480 -2.96015 -0.28043 -1.08
C 2.82606 2.79104 -1.02993 -0.10
C -2.48015 -0.93829 1.99409 -1.08
C 0.18080 -1.44977 0.70361 -1.08
C 2.36287 1.34624 -0.96206 -0.11
H -3.10462 -0.02003 -2.54366 -0.44
H 0.73089 -1.65141 -0.22047 0.22
H -2.43245 1.95510 -0.86365 -0.44
H 0.59806 -0.54009 1.14483 0.22
H -1.41146 -3.48280 -0.76020 0.22
H -2.07911 -0.02725 2.44710 0.22
H 2.11719 3.45248 -1.51931 0.21
H 0.36625 -2.27514 1.39995 0.21
H 3.81350 2.89619 -1.48570 0.17
H 1.27721 1.26632 -0.96116 0.24
H -3.03766 -2.85434 -1.02539 0.23
H -2.62104 -3.59072 0.53176 0.21
H -2.27717 -1.77103 2.67750 0.21
H 2.76301 0.71684 -1.75119 0.20
H -3.56532 -0.82432 1.92058 0.22

---

(2)
30
Properties=species:S:1:pos:R:3:nbo_charge:R:1 method="wB97M-V/def2-TZVPD" homo_lumo_gap_ev=6.333 e_homo_ev=-3.132 total_charge=-1 relative_energy_kj_mol=0.0
As 0.16770 0.40665 0.66815 0.65
F -1.81558 -2.18702 1.72021 -0.32
F 4.24192 0.55060 0.53658 -0.40
F -1.38980 -2.95452 -0.26467 -0.34
F -3.39238 -3.03679 0.53076 -0.35
O -3.55429 -1.11726 -1.20294 -0.72
O 0.50435 3.41291 1.00470 -0.94
O -1.71559 2.89335 0.41608 -0.97
C -2.58793 -0.89023 -0.15650 0.00
C 2.64960 -0.15907 -1.10262 -0.45
C 1.43743 0.76583 -0.94385 -0.75
C 3.39960 -0.51485 0.16588 0.05
C -1.36950 -0.15986 -0.66789 -0.77
C -2.28251 -2.25359 0.47178 0.95
B -0.42654 2.43967 0.70974 0.83
H -0.82620 0.11394 1.93552 -0.22
H -1.73405 0.72742 -1.19285 0.22
H -3.20351 -1.80673 -1.77872 0.46
H 0.64183 -1.12731 0.67209 -0.21
H -3.12660 -0.29612 0.58651 0.19
H 1.36604 0.77297 1.70409 -0.23
H 0.80555 0.63928 -1.83089 0.19
H 1.14339 3.06390 1.63877 0.50
H 4.05109 -1.37963 0.00352 0.14
H 2.36364 -1.08856 -1.60695 0.20
H -2.34767 2.59295 1.07457 0.49
H 2.73953 -0.72110 1.00632 0.19
H -0.89299 -0.81550 -1.40895 0.19
H 1.75246 1.81473 -0.93602 0.20
H 3.40105 0.31395 -1.75243 0.19

---

(3)
32
Properties=species:S:1:pos:R:3:nbo_charge:R:1 method="wB97M-V/def2-TZVPD" s2=0.95 homo_lumo_gap_ev="3.783 / 4.571" e_homo_ev="-21.114 / -21.113" total_charge=+3 multiplicity=2 relative_energy_kj_mol=0.0
As -0.01161 -0.29475 4.97828 2.84
Co -0.08969 0.33386 0.13632 1.48
F -1.52449 -0.99622 4.72529 -0.57
F 0.62944 -1.72636 4.24059 -0.59
F -0.19832 -0.19281 1.75244 -0.43
F 0.33704 -0.46798 6.57155 -0.52
F 1.41764 0.38468 4.28928 -0.60
F -0.70439 1.23017 4.78810 -0.57
N -0.75188 -1.15670 -0.76483 -0.39
N -0.74005 1.51384 -1.21115 -0.51
N 1.49427 0.14678 -0.89254 -0.45
C 0.46678 2.15343 -1.85190 -0.27
C 1.48481 1.06548 -2.10528 -0.26
C -1.69495 0.70737 -2.06198 -0.28
C -1.22687 -0.73882 -2.13228 -0.28
C 0.42296 -2.09057 -0.70550 -0.28
C 1.65899 -1.33422 -1.20553 -0.27
H 0.17463 2.66771 -2.77005 0.31
H -1.28168 2.26307 -0.76358 0.48
H -0.40896 -0.88872 -2.83128 0.24
H -1.77001 1.14948 -3.05730 0.31
H 0.83402 2.90690 -1.15191 0.28
H 1.23816 0.46478 -2.97613 0.25
H 0.21462 -2.97526 -1.31398 0.32
H 2.55668 -1.70904 -0.71549 0.31
H -2.04338 -1.39898 -2.43240 0.32
H 1.79782 -1.42708 -2.28049 0.27
H 2.24270 0.44710 -0.25361 0.48
H -1.52752 -1.53327 -0.20454 0.48
H 2.48923 1.46670 -2.25025 0.32
H 0.52387 -2.40934 0.33235 0.30
H -2.67546 0.78257 -1.59031 0.28

---

(4)
25
Properties=species:S:1:pos:R:3:nbo_charge:R:1 method="wB97M-V/def2-TZVPD" homo_lumo_gap_ev=8.987 e_homo_ev=-11.951 total_charge=+1 smiles="CNB[C@@H]1N(C)C=C[N@H+]1C" relative_energy_kj_mol=153.3
N -2.28871 0.10256 -0.93519 -0.76
N 1.16462 1.25058 0.09560 -0.42
N 1.17692 -1.06174 -0.38675 -0.36
C 0.59318 2.51633 0.47274 -0.42
C 2.42245 -0.37438 -0.80434 -0.25
C 1.38377 -2.02471 0.66204 -0.43
C 0.30073 0.13386 -0.02341 -0.12
C 2.36919 0.90161 -0.38445 0.07
C -2.90111 -0.66938 0.19484 -0.44
B -0.94936 0.41121 -1.04169 0.54
H 0.39645 -2.45483 0.86784 0.22
H 3.20506 -0.88972 -1.35854 0.26
H -0.06822 2.68084 -0.39538 0.22
H 1.80444 -1.41830 1.52582 0.24
H -2.84319 -1.78056 0.06635 0.20
H -3.02451 0.35738 -1.52848 0.42
H 0.64505 -1.44240 -1.13884 0.43
H 1.95677 -3.00833 0.45347 0.27
H 3.29613 1.47920 -0.43003 0.26
H 0.13468 2.67381 1.45199 0.23
H 1.42601 3.28320 0.60063 0.24
H -3.96781 -0.48840 0.38790 0.23
H -0.09048 -0.07501 1.09716 0.22
H -2.37349 -0.53905 1.19607 0.20
H -0.72531 0.89278 -2.06523 -0.04

---

(5)
26
Properties=species:S:1:pos:R:3:nbo_charge:R:1 method="wB97M-V/def2-TZVPD" homo_lumo_gap_ev="8.279 / 8.280" e_homo_ev="-11.777 / -11.777" total_charge=+1 relative_energy_kj_mol=195.2
O 1.09675 -1.45885 0.03576 -0.54
O 1.75038 2.22615 -0.86138 -0.88
O 1.86323 2.31213 1.54226 -0.92
N -1.03088 -1.50758 0.65467 -0.56
C 2.52040 -1.12034 0.11423 -0.27
C -1.67744 -1.24625 -0.70963 -0.21
C -1.17934 1.34348 -0.90866 -0.48
C -0.40382 1.54697 0.34094 -0.36
C 0.24587 -0.79247 0.84574 0.21
C -2.26764 0.18278 -0.80923 -0.41
B 1.22556 2.05412 0.33290 1.08
H -1.84953 -1.31347 1.30313 0.45
H 2.91341 -0.26088 -0.39127 0.20
H 2.94108 -1.34322 1.07803 0.20
H -2.66835 0.22902 -1.77753 0.25
H -2.84117 0.38890 0.10551 0.21
H -0.73904 1.69581 1.38014 0.22
H -2.39288 -1.97747 -0.68033 0.21
H -0.33922 1.14117 -1.70704 0.24
H 2.24700 3.20697 1.53794 0.51
H -0.99883 -1.20345 -1.60661 0.26
H -1.55429 2.31547 -1.01375 0.25
H 2.93809 -1.82485 -0.51812 0.22
H 2.67670 2.18067 -0.88019 0.50
H -0.99897 -2.51761 0.52438 0.43
H 0.76847 -0.67164 1.79375 0.21

---

(6)
25
Properties=species:S:1:pos:R:3:nbo_charge:R:1 method="wB97M-V/def2-TZVPD" homo_lumo_gap_ev=10.857 e_homo_ev=-13.685 total_charge=+1 relative_energy_kj_mol=0.0
Cl -2.86014 -1.08802 0.95482 -0.09
Cl -2.08323 1.97407 -0.25031 -0.08
N 0.21721 -1.94683 -0.22769 -0.84
N 2.42922 -1.12427 -0.85769 -0.53
C 2.29917 1.09100 -0.01532 -0.42
C 3.28977 -0.04601 -0.23244 -0.22
C 0.92107 -0.76625 -0.54391 0.14
C 1.08561 0.32171 0.50004 -0.45
C -3.72319 1.26190 -0.14960 -0.38
C -3.87410 0.38418 1.06481 -0.38
H -4.90511 0.04748 1.14841 0.24
H -0.62023 -2.08914 -0.77829 0.41
H 0.16210 0.88062 0.61114 0.27
H -4.42341 2.09243 -0.09505 0.24
H 4.17068 0.15107 -0.83480 0.24
H 0.56861 -0.32722 -1.47613 0.21
H -3.58722 0.90389 1.97447 0.23
H -3.88966 0.70660 -1.06825 0.23
H 1.32598 -0.13777 1.46431 0.21
H 3.59900 -0.44249 0.73154 0.22
H 2.56367 -1.20617 -1.86392 0.43
H 2.62518 -2.04659 -0.46867 0.44
H 2.68529 1.86661 0.63840 0.26
H -0.03164 -2.00584 0.75295 0.39
H 2.05536 1.54502 -0.97883 0.22

---

(7)
28
Properties=species:S:1:pos:R:3:nbo_charge:R:1 method="wB97M-V/def2-TZVPD" s2=6.03 homo_lumo_gap_ev="8.443 / 5.180" e_homo_ev="-19.138 / -20.253" total_charge=+3 multiplicity=5
Pt -0.08979 0.07377 0.12746 0.29
I -0.22227 1.59007 -4.25085 0.37
I -0.17391 -0.89432 -5.63070 0.64
Cl 0.62387 0.31966 2.31386 -0.23
S -2.28588 -0.16145 1.30515 0.72
P 2.09190 0.25460 -0.34369 1.32
O -1.26508 -0.74337 -2.49360 -0.43
C -0.68468 -0.34731 -1.56434 0.54
C 2.56758 0.24829 -2.08988 -0.98
C -3.33271 -0.16338 -0.17457 -0.76
C 2.72314 1.77234 0.40620 -0.97
C 2.93081 -1.11653 0.47547 -0.98
C -2.14901 -1.97846 1.41461 -0.75
H 4.01144 -0.92349 0.45833 0.30
H 3.66175 0.37029 -2.14223 0.31
H 2.35355 1.82624 1.44156 0.29
H 2.26177 -0.70011 -2.54736 0.26
H 2.70044 -2.04850 -0.06128 0.28
H 2.33950 2.63221 -0.16517 0.28
H -4.34095 -0.13481 0.21281 0.31
H -3.11848 0.75512 -0.73155 0.26
H -1.07300 -2.19414 1.34812 0.27
H 2.56180 -1.18553 1.50730 0.29
H 3.82201 1.74022 0.38236 0.30
H -2.72982 -2.47545 0.63046 0.27
H -2.53456 -2.22294 2.40366 0.31
H -3.18572 -1.04978 -0.77520 0.25
H 2.04928 1.06067 -2.62038 0.25

---

(8)
56
Properties=species:S:1:pos:R:3:nbo_charge:R:1 method="wB97M-V/def2-TZVPD" homo_lumo_gap_ev=5.475 e_homo_ev=-9.312 relative_energy_kj_mol=1336.3
S -3.32697 -5.00404 1.38770 2.40
S 4.42625 -3.85722 0.62343 2.31
S 0.34513 -3.00950 -6.17898 2.37
S 3.95970 -4.22007 2.80405 2.35
S -3.94656 -5.47635 -0.94841 2.34
S 1.16862 -0.65816 -5.82475 2.34
P -0.64058 3.24157 0.88680 2.55
F -3.15786 -6.52151 -1.91332 -0.50
F 0.27110 0.62567 -5.15190 -0.58
F 1.00995 -3.96946 -5.05003 -0.53
F 2.89717 -5.10656 3.53039 -0.54
F 4.71487 -4.84690 -0.58039 -0.51
F -2.34545 -3.84632 1.96582 -0.55
O -5.04244 -6.32691 -0.45209 -0.84
O 2.40512 -0.32993 -5.16172 -0.84
O -0.40927 1.76533 0.77243 -1.09
O 1.04466 -0.33519 -7.24024 -0.85
O 5.16535 -4.75817 3.48188 -0.89
O -1.54454 3.79199 -0.31251 -0.81
O -1.48314 3.67149 2.23761 -0.81
O 5.79832 -3.40814 1.03243 -0.82
O 3.39350 -2.89516 3.14342 -0.87
O -4.57293 -4.26683 1.43184 -0.86
O -2.87894 -5.95481 2.35952 -0.90
O 3.44500 -3.04422 -0.07383 -0.94
O -0.83102 -3.77879 -6.65033 -0.90
O 1.46681 -2.97494 -7.11322 -0.86
O -4.25696 -4.22324 -1.68004 -0.92
O 0.57672 4.35667 0.91829 -0.84
N -2.53428 -5.14445 0.00408 -1.15
N 3.63532 -5.02070 1.54843 -1.07
N 0.00424 -1.77229 -5.17699 -1.13
C 2.40851 3.27130 2.09574 -0.65
C -0.96914 3.56708 3.53412 -0.07
C -2.76636 5.57046 0.03764 -0.64
C -1.62375 5.04095 -0.82267 -0.06
C -0.94451 4.91342 4.11009 -0.64
C 2.00304 4.07333 0.86812 -0.05
Li -0.32072 -2.71555 -1.46425 0.98
Li -3.24813 -0.51191 -4.17111 1.00
Li 0.54753 -7.06977 0.43467 0.99
H 2.18385 3.48916 -0.03419 0.18
H -3.78767 5.19805 -0.04195 0.22
H 2.09831 3.82546 2.98162 0.21
H -1.61760 2.89945 4.10145 0.19
H -1.93337 5.16882 4.49091 0.21
H -0.01102 3.04970 3.58363 0.18
H -0.75641 5.74235 3.42775 0.22
H -0.68530 5.56947 -0.65515 0.20
H -0.21500 5.03610 4.91064 0.22
H -2.41109 5.50553 1.06607 0.23
H 2.60640 4.97855 0.79999 0.20
H 3.48308 3.10405 2.16940 0.23
H 1.92919 2.29277 2.06699 0.23
H -1.74023 4.70182 -1.85201 0.19
H -2.98650 6.59656 -0.25689 0.20

---

(9)
25
Properties=species:S:1:pos:R:3:nbo_charge:R:1 method="wB97M-V/def2-TZVPD" homo_lumo_gap_ev=4.146 e_homo_ev=-21.854 total_charge=+3 relative_energy_kj_mol=11.5
In 1.52209 1.46289 -0.00632 1.42
O 0.41300 0.34721 2.39596 -0.44
O 0.62971 1.13891 -2.38249 -0.46
N -0.81970 -0.21397 -0.05698 -0.36
C 0.84864 0.72252 3.72639 -0.28
C -0.68950 0.69129 -2.34524 -0.10
C -0.79775 -0.58495 -1.42907 -0.28
C 1.46592 0.54454 -3.40533 -0.29
C -0.51627 -0.70685 2.39129 -0.10
C -0.68858 -1.25926 0.98257 -0.28
H 1.04897 0.88355 -4.36429 0.27
H -1.74549 0.22433 0.07674 0.44
H 2.49961 0.85211 -3.29495 0.25
H -1.30551 1.52022 -1.98163 0.25
H -0.31682 -1.53423 3.08182 0.27
H 1.76045 1.30240 3.64651 0.23
H -1.61222 -1.86005 0.99382 0.31
H -1.45521 -0.24242 2.75377 0.26
H 0.13479 -1.92214 0.71032 0.25
H -1.76106 -1.05706 -1.71221 0.34
H 1.06196 -0.16490 4.33417 0.25
H 0.02524 1.24611 4.23193 0.26
H 1.39190 -0.54904 -3.40525 0.22
H -0.01220 -1.32287 -1.59558 0.26
H -1.08198 0.48165 -3.34593 0.29

---

no.,total energy (Ha)
1,-1095.2763
2,-3123.3954
3,-4618.3485
4,-426.4366
5,-542.6237
6,-1267.2933
7,-2226.0841
8,-4957.7645
9,-631.5926